# 1
# C32H33AsN3O7PSTi

C32H33AsN3O7PSTi as an isolated structure (ωB97M-V/def2-TZVPD, the Open Molecules 2025 dataset).

Each line ends with the Mulliken charge.
Positions of all 79 atoms, in Å:
As (-0.120, 0.429, -3.508)  1.4938
Ti (-0.078, -0.410, -0.058)  -0.5477
S (-0.503, -1.509, -2.731)  -0.5834
P (-0.657, -1.444, 3.928)  -0.5658
O (0.521, 0.711, 1.255)  0.9305
O (5.145, 2.183, 1.737)  -0.6372
O (0.592, -2.507, 0.108)  0.7705
O (-1.462, 0.665, -0.702)  -0.5584
O (1.870, 2.400, 1.904)  -0.7812
O (6.337, 1.347, -0.003)  -0.6065
O (-0.242, 1.075, -1.308)  -0.6998
N (4.262, -0.201, -0.823)  -0.0125
N (2.122, -0.326, -0.368)  1.9902
N (-0.075, -3.607, -0.153)  -0.2615
C (-0.863, 0.295, 4.465)  0.4217
C (2.938, -2.868, 2.644)  -0.8965
C (-4.055, -2.543, 2.150)  -0.8236
C (-0.912, -4.141, 0.756)  0.1224
C (-0.527, -5.395, -1.640)  -1.0525
C (1.083, -1.490, 3.370)  0.6798
C (3.305, -0.554, 3.174)  -0.6951
C (1.599, -2.725, 2.974)  -0.1391
C (3.101, -0.885, -1.018)  -0.6024
C (-1.732, -1.228, 1.140)  0.8223
C (-1.398, -5.957, -0.723)  -0.2719
C (1.960, -0.417, 3.492)  -0.2269
C (-1.063, 2.911, 5.423)  -0.4507
C (0.063, 0.084, -5.430)  -1.3512
C (3.046, -2.093, -1.882)  -1.2805
C (5.117, 1.521, 0.715)  0.3945
C (4.037, 0.818, 0.138)  -0.1405
C (-1.583, -5.315, 0.490)  -1.3835
C (-1.439, 2.612, 4.122)  -0.8407
C (-1.831, -1.593, 2.509)  0.2228
C (-1.588, 1.683, -3.571)  -1.1826
C (-0.508, 0.604, 5.779)  -0.0961
C (2.639, 0.749, 0.365)  0.2630
C (0.126, -4.220, -1.334)  -0.0734
C (-2.986, -2.236, 2.981)  -0.3372
C (-2.831, -1.566, 0.335)  -0.1264
C (-1.344, 1.312, 3.645)  0.1029
C (1.609, 1.247, -3.248)  -1.0755
C (1.706, 1.404, 1.230)  -0.3576
C (-3.967, -2.212, 0.811)  -0.8615
C (3.795, -1.778, 2.739)  -0.5016
C (-0.598, 1.902, 6.256)  -0.5714
H (-2.797, -1.306, -0.719)  0.3759
H (4.842, -1.876, 2.476)  0.4146
H (-1.180, 2.693, -3.544)  0.3583
H (6.137, 1.430, -0.942)  0.3378
H (3.957, 0.312, 3.219)  0.4450
H (-0.304, 2.129, 7.273)  0.3764
H (-1.032, -3.580, 1.667)  0.4975
H (-3.032, -2.519, 4.028)  0.3512
H (-2.253, -5.697, 1.246)  0.4677
H (5.170, -0.621, -0.939)  0.3762
H (-1.127, 3.930, 5.785)  0.3501
H (-4.780, -2.451, 0.133)  0.4238
H (-2.150, 1.527, -4.491)  0.3786
H (0.917, -0.569, -5.602)  0.3630
H (2.176, -2.043, -2.538)  -0.0180
H (2.359, 0.541, -3.605)  0.2402
H (-1.612, 1.098, 2.621)  0.1549
H (1.785, 1.505, -2.208)  0.1683
H (-0.146, -0.188, 6.427)  0.3537
H (-0.839, -0.411, -5.788)  0.3704
H (0.803, -3.709, -1.996)  0.2291
H (0.945, -3.592, 2.926)  0.5150
H (-0.345, -5.849, -2.604)  0.4489
H (-2.203, 1.521, -2.691)  0.2535
H (3.950, -2.169, -2.487)  0.5121
H (1.641, 2.142, -3.871)  0.5358
H (-1.785, 3.397, 3.461)  0.3890
H (-1.923, -6.875, -0.951)  0.3885
H (-4.933, -3.037, 2.548)  0.3509
H (3.312, -3.832, 2.317)  0.3706
H (1.591, 0.555, 3.791)  0.0736
H (2.957, -2.986, -1.259)  0.1192
H (0.205, 1.022, -5.971)  0.4059

Its HOMO energy (alpha / beta) is -0.0766 / -0.1876 hartree. The charge is -1. Its spin multiplicity is 2.

# 2
# C40H29Cl4GeIrN3O2S

C40H29Cl4GeIrN3O2S as an isolated structure (ωB97M-V/def2-TZVPD, the Open Molecules 2025 dataset).

Each line ends with the Mulliken charge.
Positions of all 81 atoms, in Å:
Ir (0.042, 0.248, 0.042)  0.8289
Ge (1.958, 3.508, 0.387)  2.1849
Cl (0.375, 0.505, -7.085)  -0.2473
Cl (2.971, -1.002, -6.220)  -0.2510
Cl (-1.673, 1.456, -4.912)  -0.2459
Cl (3.584, -1.473, -3.186)  -0.2398
S (-1.384, -2.030, -0.278)  -0.4503
O (-0.818, 0.805, -2.173)  -0.3157
O (1.468, -0.465, -1.425)  -0.9997
N (-3.578, -1.354, 1.196)  0.1586
N (-3.875, -1.158, -0.942)  0.3092
N (0.716, -0.775, 2.013)  0.3145
C (3.697, 3.406, -0.572)  0.0103
C (-0.208, 0.648, -4.440)  0.2558
C (-2.140, 0.824, 3.701)  -0.3187
C (1.647, -1.259, 4.570)  -0.2544
C (-2.405, 1.704, 1.090)  -0.3532
C (-4.876, -0.926, 1.006)  -0.8278
C (-5.064, -0.827, -0.321)  -0.0436
C (2.063, 3.466, 4.613)  -0.5133
C (3.062, 5.160, 2.662)  0.2058
C (2.132, -0.657, -3.670)  0.2626
C (-1.318, 0.889, 1.401)  0.3755
C (3.685, 3.123, -1.938)  -0.5980
C (-3.209, 1.629, 3.355)  -0.7362
C (-3.590, -1.061, -2.360)  -0.8680
C (2.354, 4.025, 2.273)  -0.5229
C (-3.347, 2.075, 2.044)  -0.9488
C (1.242, -0.245, -2.651)  -0.1704
C (0.007, 0.441, -3.055)  -0.2253
C (2.769, 4.603, 4.984)  -0.3951
C (6.086, 3.043, -1.985)  -0.4028
C (-0.273, 4.766, -1.020)  -0.0596
C (0.447, -0.615, 4.370)  -1.3677
C (0.994, 5.013, -0.493)  -0.2187
C (0.808, 7.309, -1.231)  -0.6571
C (-0.455, 7.051, -1.745)  -0.3399
C (-1.180, 0.445, 2.746)  1.0390
C (2.398, -1.651, 3.463)  -1.1089
C (-0.008, -0.343, 3.073)  -0.1695
C (1.859, 3.185, 3.270)  -0.1772
C (1.527, 6.293, -0.615)  -0.2919
C (0.688, 0.226, -5.399)  0.2353
C (4.866, 2.943, -2.642)  -0.6352
C (1.867, -0.439, -5.007)  0.3762
C (4.927, 3.480, 0.078)  -0.2968
C (-0.992, 5.774, -1.646)  -0.6123
C (0.946, 1.950, 0.410)  -0.6555
C (6.114, 3.310, -0.623)  -0.5282
C (-2.937, -1.449, -0.004)  -0.1018
C (3.269, 5.450, 4.005)  -0.7166
C (1.873, -1.394, 2.212)  -0.1772
H (-2.786, -0.346, -2.529)  0.2712
H (-2.040, 0.489, 4.729)  0.2365
H (-5.938, -0.552, -0.886)  0.4163
H (2.523, 6.498, -0.234)  0.1810
H (4.838, 2.714, -3.700)  0.3971
H (3.355, -2.142, 3.576)  0.3705
H (3.821, 6.339, 4.288)  0.3674
H (-3.044, -1.200, 2.039)  0.2388
H (-4.181, 2.708, 1.765)  0.3494
H (-0.143, -0.286, 5.217)  0.2356
H (-3.269, -2.029, -2.744)  0.2686
H (1.670, 2.798, 5.372)  0.4661
H (2.399, -1.699, 1.312)  0.3990
H (-3.925, 1.931, 4.112)  0.3230
H (-4.486, -0.734, -2.883)  0.3247
H (2.012, -1.453, 5.571)  0.3599
H (1.234, 8.303, -1.314)  0.3708
H (-2.519, 2.069, 0.074)  0.4548
H (-1.014, 7.843, -2.230)  0.3363
H (4.953, 3.674, 1.145)  0.3463
H (3.462, 5.830, 1.907)  0.1821
H (-1.970, 5.566, -2.064)  0.4024
H (2.732, 3.034, -2.451)  0.3916
H (7.065, 3.377, -0.105)  0.3614
H (2.932, 4.832, 6.032)  0.3439
H (-5.551, -0.753, 1.824)  0.4340
H (7.011, 2.907, -2.532)  0.3465
H (1.304, 2.300, 2.969)  0.1683
H (-0.679, 3.761, -0.940)  0.1418

Its HOMO energy (alpha / beta) is 0.0517 / -0.0609 hartree. The charge is -2. Its spin multiplicity is 6.

# 3
# C2H6N2O

C2H6N2O in the gas phase (ωB97M-V/def2-TZVPD, the Open Molecules 2025 dataset).

Each line ends with the Mulliken charge.
Positions of all 11 atoms, in Å:
O (-0.584, -0.238, -0.180)  -0.4120
N (1.336, 0.730, -0.010)  -0.4633
N (1.749, -0.750, -0.081)  -0.4619
C (-0.036, 0.887, 0.016)  0.1921
C (-2.028, -0.314, 0.108)  -0.7450
H (-0.680, 1.766, 0.002)  0.3920
H (-2.644, 0.239, -0.563)  0.3257
H (2.566, -0.852, 0.824)  0.2729
H (-2.285, 0.236, 1.055)  0.3500
H (0.864, -1.365, 0.123)  0.2873
H (-2.362, -1.415, -0.111)  0.2621

Its HOMO energy is -0.3099 hartree. The SMILES is CO/C=N\N. Its spin multiplicity is 1.

# 4
# C2H4Cl2FN

C2H4Cl2FN in the gas phase (ωB97M-V/def2-TZVPD, the Open Molecules 2025 dataset).

Each line ends with the Mulliken charge.
Positions of all 10 atoms, in Å:
Cl (-1.552, -1.338, 0.808)  -0.1732
Cl (0.264, -0.082, 2.613)  -0.1665
F (-1.119, 1.140, 0.896)  -0.1961
N (-0.198, 0.236, -1.310)  -0.4958
C (0.560, 0.006, -0.132)  -0.6154
C (-0.410, 0.018, 0.973)  0.5445
H (1.058, -0.995, -0.216)  0.3242
H (-0.358, -0.651, -1.711)  0.2273
H (1.393, 0.820, 0.000)  0.3300
H (0.362, 0.847, -1.920)  0.2210

Its HOMO energy is -0.3729 hartree. The SMILES is NCC(F)(Cl)Cl. Its spin multiplicity is 1.

In eV/Å, the maximum force values for the records above are, in order, 0.2; 1.8; 7.5; 3.2.
In kcal per mole, the ΔE to the lowest compared entry with this formula, charge and spin values for the records above are, in order, 56.63; 5.29; 113.55; 2.62.